{"formula": "C30H37Cl3N3O3OsSSe2Si", "method": "ωB97M-V/def2-TZVPD", "gap_ev": [6.4, 5.8], "homo_energy_ev": [-9.8, -10.6], "relative_energy_kcal_mol": 28.39, "spin_multiplicity": 5, "s2": 6.02, "charge": 1, "species": ["Os", "O", "C", "C", "C", "O", "C", "Se", "C", "Se", "H", "H", "H", "H", "H", "H", "H", "H", "H", "H", "Cl", "C", "C", "C", "C", "C", "C", "N", "C", "C", "N", "C", "O", "C", "C", "C", "Cl", "S", "C", "C", "C", "Cl", "C", "H", "H", "H", "H", "H", "H", "H", "H", "H", "H", "H", "H", "H", "C", "Si", "C", "C", "N", "C", "C", "C", "C", "C", "C", "H", "H", "H", "H", "H", "H", "H", "H", "H", "H", "H", "H", "H", "H"], "positions_angstrom": [[12.9759, 10.5706, 11.8296], [16.1316, 6.2446, 11.6386], [14.8065, 6.6279, 11.2697], [14.6646, 7.3914, 9.9254], [15.1406, 6.4616, 8.7878], [14.8340, 7.0580, 7.5216], [13.1360, 7.6478, 9.6590], [12.0492, 8.5563, 11.0741], [15.4427, 8.6844, 9.9760], [15.1236, 10.0951, 11.4642], [16.4836, 5.7254, 10.9061], [14.4104, 7.3116, 12.0851], [14.1088, 5.7622, 11.1726], [14.7536, 5.4427, 8.9005], [16.2745, 6.3506, 8.8880], [15.0979, 6.4745, 6.8013], [12.5976, 6.7327, 9.3820], [13.0306, 8.2978, 8.7736], [15.2216, 9.2851, 9.1212], [16.5817, 8.4794, 10.0523], [5.8806, 10.0873, 13.7004], [7.1936, 9.8432, 14.7503], [7.7127, 10.8809, 15.4763], [8.6012, 10.6830, 16.5353], [9.2688, 9.4947, 16.7550], [10.5084, 9.5350, 17.5414], [11.5205, 10.6821, 17.2365], [12.4066, 10.4739, 16.0305], [13.7268, 11.0227, 16.0093], [14.1278, 10.9987, 14.7309], [13.0142, 10.6873, 13.8991], [12.0493, 10.3592, 14.7615], [10.2847, 9.7740, 18.9623], [10.0493, 8.5866, 19.7321], [11.3118, 7.8860, 20.1563], [12.2696, 8.5774, 20.9010], [12.1324, 10.1493, 21.4552], [13.7468, 7.6880, 21.1420], [13.0685, 6.3410, 20.3514], [11.8390, 6.5452, 19.7999], [8.6853, 8.3820, 16.0381], [8.9688, 6.7283, 16.4322], [7.6947, 8.5218, 15.0426], [7.4105, 11.8818, 15.1756], [8.7613, 11.5357, 17.1993], [11.0544, 8.5834, 17.4746], [12.0897, 10.8519, 18.1306], [10.9636, 11.6241, 17.0850], [14.3192, 11.2981, 16.8812], [15.0567, 11.3105, 14.3035], [11.0471, 10.1712, 14.4191], [9.3317, 7.8501, 19.2380], [9.5260, 8.9148, 20.6378], [13.6120, 5.4209, 20.2860], [11.2324, 5.8132, 19.2951], [7.3362, 7.5891, 14.5873], [10.6189, 11.5115, 8.7891], [10.3254, 12.0385, 10.5593], [9.1274, 11.0262, 11.5608], [9.6567, 13.7292, 10.6432], [11.9513, 12.1129, 11.4141], [12.5183, 13.4359, 11.6605], [12.1536, 14.2516, 12.7438], [12.6383, 15.5475, 12.8202], [13.4939, 16.0524, 11.8789], [13.7987, 15.2836, 10.7458], [13.4738, 13.9437, 10.7643], [9.7329, 11.8188, 8.1859], [10.7309, 10.4275, 8.7048], [11.5229, 11.9949, 8.3872], [8.1445, 10.9995, 11.0396], [8.9827, 11.3974, 12.5557], [9.5034, 10.0165, 11.7322], [8.8035, 13.7852, 9.9060], [10.4537, 14.4399, 10.3396], [9.2116, 13.9892, 11.6198], [11.4900, 13.8915, 13.5240], [12.3446, 16.2448, 13.6390], [13.8267, 17.1117, 11.8247], [14.3704, 15.7128, 9.9800], [13.8726, 13.1795, 10.0447]], "forces_ev_per_a": [[-1.39, -0.53, 0.38], [-0.75, 0.33, -0.58], [-0.89, 0.35, 0.46], [-1.33, -0.36, 1.07], [1.97, 0.56, -0.33], [-0.07, -0.26, 0.63], [0.55, 0.62, -0.57], [-0.50, -1.01, -0.84], [1.93, 0.12, 0.36], [3.43, -1.55, -0.93], [0.15, -0.11, 0.22], [0.58, -0.97, -0.85], [0.53, 0.24, 0.41], [-0.45, 0.22, -0.01], [-1.16, 0.19, -0.16], [0.03, 0.00, 0.16], [0.13, 0.09, 0.51], [0.15, -0.20, 0.41], [0.15, 0.33, -0.70], [-1.97, 0.46, -0.04], [-0.15, 0.00, -0.59], [1.27, -2.59, 0.87], [-0.31, 0.81, 0.21], [-0.05, 0.89, -0.58], [-1.86, -0.78, -1.69], [1.83, -0.65, 2.29], [-1.29, 0.00, -1.44], [1.19, 1.81, 1.61], [-0.38, -1.27, 0.42], [-1.18, 0.71, -1.10], [1.08, -0.15, 2.49], [-0.58, 0.43, -1.39], [-0.50, -0.53, -0.68], [-1.10, -1.05, 0.06], [2.08, -0.18, 0.02], [-0.32, -1.81, -1.22], [-0.05, 1.10, 0.47], [-0.97, 0.24, 0.11], [-0.36, -0.44, -0.80], [-0.66, 2.00, 1.24], [-0.33, 0.99, -0.42], [0.86, -0.23, 0.32], [0.03, 1.30, 0.55], [-0.21, -0.06, 0.57], [0.46, -0.13, -0.38], [-0.06, 0.04, -0.26], [0.75, -0.38, 0.10], [0.23, -0.40, -0.12], [-0.57, -0.32, -0.13], [0.26, 0.01, -0.07], [-0.22, -0.32, 0.19], [0.92, 0.99, 0.23], [0.09, 0.16, -0.22], [0.30, -0.19, 0.01], [0.12, -0.18, -0.14], [-0.10, 0.76, 0.09], [-0.42, 0.07, -0.07], [0.62, 0.10, 0.71], [0.04, -0.91, -0.70], [-0.82, 1.09, -0.89], [-1.50, 1.79, -0.20], [0.45, -0.28, 0.47], [-0.31, -0.49, -0.19], [-0.16, 0.93, 1.55], [0.02, 1.08, -2.21], [0.18, -0.52, 2.05], [-0.52, -1.64, -1.19], [0.64, -0.21, 0.29], [0.02, 0.08, -0.06], [-0.33, -0.10, 0.08], [0.58, -0.16, 0.37], [-0.15, 0.71, 0.52], [-0.28, -0.31, -0.34], [0.85, 0.11, 0.56], [-0.74, -0.05, 0.22], [0.49, -0.02, -0.34], [-0.11, -0.06, -0.22], [0.14, -0.95, -0.52], [-0.40, -0.86, 0.56], [0.87, 0.32, -0.97], [-0.48, 1.17, 0.29]]}